# 1
{
  "formula": "C8H18ClNSi",
  "method": "the ωB97M-V functional and the def2-TZVPD basis",
  "symbols": ["C", "C", "C", "C", "C", "C", "C", "C", "N", "Si", "Cl", "H", "H", "H", "H", "H", "H", "H", "H", "H", "H", "H", "H", "H", "H", "H", "H", "H", "H"],
  "coordinates": [[3.077, -0.840, 0.520], [2.581, 0.629, 0.415], [2.673, -1.715, -0.653], [1.085, 0.701, 0.176], [1.144, -1.516, -0.838], [0.620, -0.137, -1.062], [-3.574, 1.084, 1.634], [-2.551, 1.490, 0.504], [-2.845, 0.809, -0.733], [-1.898, -0.536, -0.997], [-2.201, -1.631, -2.757], [4.150, -0.774, 0.675], [2.621, -1.198, 1.499], [2.834, 1.237, 1.323], [3.094, 1.128, -0.480], [3.145, -1.452, -1.580], [2.889, -2.753, -0.352], [0.395, 0.351, 0.829], [0.833, 1.758, -0.059], [0.753, -2.043, -1.794], [0.744, -2.063, -0.052], [0.778, 0.330, -2.045], [-2.955, 1.071, 2.617], [-4.282, 1.900, 1.582], [-3.992, 0.099, 1.561], [-2.732, 2.480, 0.341], [-1.471, 1.400, 0.833], [-3.145, 1.410, -1.401], [-1.771, -1.220, 0.294]],
  "atomic_forces_ev_per_a": [[-0.325, 1.287, 1.538], [0.555, 0.156, -0.533], [-1.136, 0.348, 0.794], [0.372, 2.093, -4.448], [0.237, -1.411, -4.457], [-1.968, 0.638, 1.301], [3.021, 0.887, 1.194], [0.306, -2.704, 1.951], [0.485, -1.614, 1.305], [4.569, -0.137, -0.705], [-0.272, 0.428, 0.868], [0.262, -0.393, 0.005], [0.543, -0.097, -1.167], [0.024, -0.664, -0.704], [-0.643, -0.546, 1.139], [0.706, 0.105, -0.321], [-0.089, 0.213, -0.585], [-1.246, -0.914, 3.300], [-0.012, -0.367, 0.465], [0.992, 0.034, 1.411], [-1.467, -0.545, 1.819], [0.310, -0.419, 0.307], [-1.432, 0.386, -1.309], [-0.655, -0.338, 0.682], [-0.322, -0.329, -0.478], [-0.078, 2.826, -0.432], [-1.183, -0.119, -0.394], [-1.057, 1.762, -2.557], [-0.498, -0.565, 0.015]],
  "lumo_ev": 0.75,
  "homo_energy_ev": -7.7
}

# 2
{
  "formula": "C8H18CrF6O12S2",
  "method": "the ωB97M-V functional and the def2-TZVPD basis",
  "symbols": ["Cr", "C", "F", "F", "F", "S", "O", "O", "O", "C", "F", "F", "F", "S", "O", "O", "O", "C", "C", "O", "O", "H", "H", "H", "H", "H", "H", "C", "C", "O", "O", "H", "H", "H", "H", "H", "H", "C", "C", "O", "O", "H", "H", "H", "H", "H", "H"],
  "coordinates": [[-6.066, -3.818, 23.598], [-1.512, -3.514, 24.790], [-1.645, -3.829, 26.064], [-0.469, -2.674, 24.650], [-1.334, -4.548, 23.915], [-3.072, -2.529, 24.237], [-3.231, -1.405, 25.169], [-2.749, -2.210, 22.901], [-4.278, -3.336, 24.312], [-7.541, -7.014, 21.168], [-6.411, -6.549, 20.508], [-8.290, -7.734, 20.240], [-7.095, -7.800, 22.177], [-8.645, -5.650, 22.062], [-7.723, -4.861, 22.921], [-9.184, -4.872, 20.936], [-9.696, -6.401, 22.721], [-4.010, -5.163, 21.731], [-4.258, -6.321, 22.676], [-5.241, -6.034, 23.702], [-5.079, -4.175, 21.639], [-3.807, -5.544, 20.730], [-3.095, -4.635, 21.998], [-3.338, -6.455, 23.244], [-4.580, -7.222, 22.155], [-5.284, -6.762, 24.327], [-4.775, -3.404, 21.154], [-7.304, -1.629, 21.560], [-8.754, -1.306, 21.503], [-9.376, -2.421, 21.909], [-6.846, -1.827, 22.912], [-6.860, -0.740, 21.114], [-7.014, -2.482, 20.946], [-9.052, -0.932, 20.524], [-9.105, -0.552, 22.208], [-9.549, -3.060, 21.214], [-6.952, -0.996, 23.379], [-5.134, -3.980, 27.686], [-5.769, -4.745, 26.544], [-6.599, -3.886, 25.636], [-6.051, -3.219, 28.456], [-4.455, -3.206, 27.328], [-4.542, -4.628, 28.332], [-6.330, -5.593, 26.937], [-4.896, -5.194, 26.071], [-7.427, -3.677, 26.074], [-5.505, -2.559, 28.890]],
  "atomic_forces_ev_per_a": [[-0.759, -0.232, -0.645], [-1.750, 1.974, -1.728], [0.557, -1.116, 0.014], [-0.102, -0.721, 0.235], [0.118, 0.275, 1.587], [-1.281, 2.109, 2.272], [1.299, -1.154, -0.533], [1.147, 0.437, -2.204], [1.261, -1.303, 0.847], [-0.082, 0.678, 0.010], [-1.823, -0.572, 0.748], [1.379, 0.936, 1.709], [-0.368, -0.194, -1.150], [-0.543, 1.379, -0.978], [-1.557, -1.813, -1.199], [0.925, -0.738, 0.268], [1.344, -0.101, 0.144], [0.327, 1.169, -0.750], [-0.497, -0.053, 1.181], [0.185, 0.437, -0.811], [0.078, -1.344, -0.072], [-0.230, -0.310, -0.095], [-0.105, 0.078, 0.357], [0.367, -0.473, -0.448], [0.240, 0.040, -0.091], [0.014, -0.400, 0.076], [0.491, 0.243, -0.100], [0.981, 2.028, -0.068], [0.104, 0.210, -0.058], [-2.919, -1.804, 1.015], [-0.211, 0.151, -1.062], [1.014, 0.127, 0.048], [-0.338, -0.176, 0.309], [0.068, -0.060, -0.488], [0.718, 0.618, 0.152], [0.301, -0.472, -0.098], [0.051, 0.156, 0.256], [0.243, 1.418, -0.274], [-0.409, 0.801, 0.638], [1.624, -1.578, 1.924], [-0.729, -0.358, 0.490], [0.420, -0.441, -0.807], [-0.069, -0.563, -0.018], [-0.510, 0.186, -0.115], [-0.374, 0.362, -0.962], [-0.321, -0.012, 0.368], [-0.280, 0.174, 0.104]],
  "multiplicity": 6,
  "charge": -1,
  "lumo_ev": [2.73, 2.63],
  "homo_energy_ev": [-0.2, -7.0],
  "s2": 8.76
}

# 3
{
  "formula": "C8H18F3I2O4P2SSc",
  "method": "the ωB97M-V functional and the def2-TZVPD basis",
  "symbols": ["I", "I", "Sc", "P", "C", "C", "H", "H", "H", "H", "H", "H", "C", "H", "H", "H", "P", "C", "C", "H", "H", "H", "C", "H", "H", "H", "H", "H", "H", "C", "O", "F", "C", "F", "F", "S", "O", "O", "O"],
  "coordinates": [[2.692, 0.472, -1.737], [-2.120, -1.369, -1.014], [0.351, -0.254, -0.464], [-0.888, 2.868, -1.018], [-0.808, 4.129, 0.232], [0.175, 3.244, -2.407], [-0.198, 4.170, -2.869], [-2.972, 3.570, -1.930], [0.161, 2.424, -3.143], [-2.604, 1.866, -2.367], [0.224, 4.203, 0.589], [1.215, 3.360, -2.062], [-2.573, 2.613, -1.560], [-1.139, 5.102, -0.159], [-3.177, 2.244, -0.723], [-1.430, 3.848, 1.082], [1.397, -2.796, -0.872], [2.141, -3.425, 0.675], [0.342, -4.235, -1.287], [2.545, -2.733, -3.010], [2.975, -4.207, -2.080], [3.689, -2.595, -1.670], [2.797, -3.123, -2.019], [-0.224, -4.011, -2.197], [0.999, -5.106, -1.444], [2.459, -4.469, 0.502], [1.398, -3.377, 1.483], [-0.370, -4.410, -0.476], [3.000, -2.801, 0.955], [1.163, -0.279, 1.749], [2.067, -0.339, 2.478], [-2.897, 1.807, 4.675], [-2.337, 0.595, 4.475], [-1.400, 0.380, 5.414], [-3.299, -0.350, 4.576], [-1.506, 0.510, 2.654], [-0.796, -0.801, 2.725], [-0.685, 1.725, 2.620], [-0.366, 1.550, -0.376]],
  "atomic_forces_ev_per_a": [[-0.256, -0.521, 0.190], [0.736, -0.103, 0.071], [-0.942, 0.920, -0.284], [0.032, -0.272, 0.009], [0.093, 0.375, -0.041], [-0.066, 0.111, -0.106], [0.321, -0.213, -0.020], [-0.012, -0.339, 0.123], [-0.189, 0.320, 0.241], [0.049, 0.267, 0.201], [-0.111, 0.062, -0.111], [-0.399, 0.192, -0.056], [0.035, 0.116, -0.254], [0.113, -0.267, 0.093], [0.082, 0.192, -0.108], [-0.072, -0.029, -0.074], [1.227, -2.311, -0.452], [-0.143, 0.691, 0.536], [-0.584, 0.524, -0.193], [0.115, -0.197, 0.054], [-0.076, 0.384, 0.115], [-0.074, -0.150, -0.022], [-0.188, 0.669, -0.316], [0.102, -0.229, 0.094], [-0.262, 0.340, 0.119], [-0.165, 0.469, 0.037], [0.249, -0.222, -0.085], [0.096, -0.076, -0.113], [-0.120, -0.271, -0.016], [5.264, -0.345, 2.610], [-4.191, 0.300, -2.709], [1.007, -1.492, -0.867], [-1.639, 0.069, 2.604], [-0.828, 0.228, -1.740], [1.537, 1.137, -0.671], [1.013, -0.446, 1.653], [-1.237, 1.406, -0.259], [-0.699, -0.879, -0.225], [0.180, -0.407, -0.026]],
  "charge": 2,
  "lumo_ev": [-9.50, -11.14],
  "homo_energy_ev": [-16.2, -15.1]
}

Question: Number 2 is which compound?
Answer: C8H18CrF6O12S2